Version A
Density functional theory data (the ωB97M-V functional and the def2-TZVPD basis) for a molecular structure, C7H17NO.

CARTESIAN COORDINATES (ANGSTROEM)
C  -0.74  -0.69  -1.50
H  2.43  -1.49  -0.50
H  2.26  -0.48  -1.96
H  -0.10  -1.55  -1.59
H  2.33  2.23  -0.28
N  -1.11  -0.39  0.37
C  1.28  0.33  -0.21
H  1.07  2.07  -1.49
H  -2.82  -1.59  0.62
C  2.38  -0.45  -0.85
H  -1.94  -1.24  2.12
H  0.64  -1.34  0.90
H  -1.96  1.19  1.49
H  3.37  -0.02  -0.66
O  0.46  0.30  2.14
C  0.47  -0.27  0.82
H  -0.39  0.16  -2.08
C  -1.83  -1.47  1.05
H  -2.85  0.72  0.01
C  1.32  1.81  -0.45
C  -1.86  0.87  0.45
H  -1.35  1.63  -0.12
H  0.64  2.35  0.20
H  -1.27  -2.40  0.94
H  1.35  0.64  2.29
H  -1.79  -0.92  -1.70

frontier orbital gap	0.226	Eh

---

Version B
Density functional theory data (the ωB97M-V functional and the def2-TZVPD basis) for 2 unconnected molecules or ions with the total composition C7H17NO.

CARTESIAN COORDINATES (ANGSTROEM)
C  1.16  -2.31  -1.38
C  -1.07  4.41  0.72
H  0.91  -3.37  -1.37
H  -0.33  0.18  -1.06
H  2.19  -2.31  -1.76
H  0.95  1.49  -2.18
C  0.65  0.02  -0.56
H  -0.22  -2.10  2.67
H  -3.01  3.85  0.08
H  1.85  1.92  -0.91
H  -2.17  2.53  0.75
C  -2.01  3.40  0.09
O  -0.35  -3.17  0.48
H  2.44  0.66  -1.86
C  -0.51  -1.39  1.90
C  1.51  0.97  -1.36
N  0.82  -1.43  -0.31
H  -1.46  4.96  1.58
H  -1.57  -1.12  1.85
H  0.04  -0.48  2.19
H  -0.10  3.97  0.97
C  -0.09  -1.98  0.58
H  -1.81  2.97  -0.89
H  -0.78  5.19  0.00
H  0.50  0.29  0.48
H  0.60  -2.04  -2.32

frontier orbital gap	0.363	Eh

---

Here are the energies relative to the best structure, in kJ/mol: version A 320.2; version B 0.0.

---

Version A
Density functional theory data (the ωB97M-V functional and the def2-TZVPD basis) for 3 unconnected molecules or ions with the total composition C7H17NO.

CARTESIAN COORDINATES (ANGSTROEM)
H  -1.92  -1.60  -1.49
H  1.39  2.17  1.17
C  0.50  0.72  -0.10
H  3.01  0.27  -1.86
H  -1.20  -0.90  1.43
H  1.21  0.58  1.93
O  -0.06  1.52  -1.04
H  0.52  -0.83  -1.49
H  -3.53  0.11  0.62
C  -1.51  -0.65  0.41
H  1.82  -2.28  -0.25
H  3.46  0.62  -0.14
C  -2.52  0.45  0.33
H  2.69  1.91  -1.17
H  1.91  -1.25  1.07
H  -0.57  2.22  -0.61
C  -1.84  -1.86  -0.42
H  -2.29  1.30  0.97
C  2.79  0.85  -0.96
C  0.79  -0.57  -0.48
N  1.37  -1.55  0.27
C  0.74  1.29  1.26
H  -2.82  -2.29  -0.15
H  -0.21  1.60  1.71
H  -1.10  -2.65  -0.32
H  -2.62  0.82  -0.70

frontier orbital gap (spin up / spin down)	0.250 / 0.259	Eh

---

Version B
Density functional theory data (the ωB97M-V functional and the def2-TZVPD basis) for 2 unconnected molecules or ions with the total composition C7H17NO.

CARTESIAN COORDINATES (ANGSTROEM)
H  3.31  0.43  1.93
H  3.53  1.61  0.77
H  2.39  2.00  1.96
H  0.08  0.36  1.57
C  2.73  1.15  1.36
H  -0.14  0.25  -0.05
C  1.23  -1.43  -0.91
N  1.78  0.57  0.43
H  -0.58  2.50  -0.39
C  2.20  -0.58  -0.13
O  3.37  -0.94  -0.03
H  0.99  -0.93  -1.85
H  -3.22  -2.06  0.66
H  0.37  -1.82  -0.36
H  -4.30  -2.00  -0.75
C  0.37  0.89  0.68
C  0.12  2.37  0.44
H  -2.26  -1.81  -1.92
H  1.02  2.82  0.14
H  -1.60  -0.73  -0.67
H  1.81  -2.29  -1.23
H  -4.05  -0.60  0.22
H  -2.79  -0.12  -1.78
C  -2.49  -1.01  -1.22
H  -0.32  2.83  1.32
C  -3.54  -1.47  -0.19

frontier orbital gap	0.368	Eh

---

Here are the energies relative to the best structure, in kJ/mol: version A 448.6; version B 0.0.

---

Version A
Density functional theory data (the ωB97M-V functional and the def2-TZVPD basis) for C6H9N3 in the gas phase.

CARTESIAN COORDINATES (ANGSTROEM)
C  0.67  -0.51  -0.19
C  -2.60  0.63  -0.99
C  -2.04  1.86  -0.65
C  0.64  -1.69  0.73
H  -0.19  -1.81  1.38
C  1.66  -2.54  0.83
H  0.65  2.37  1.15
H  1.58  0.14  0.04
H  2.51  -2.28  0.29
H  1.54  -3.31  1.51
H  -2.69  2.74  -0.72
H  -3.56  0.43  -1.50
N  0.30  2.40  0.12
C  -0.76  1.56  -0.20
N  -1.72  -0.33  -0.72
H  0.21  3.32  -0.26
H  0.87  -0.90  -1.19
N  -0.60  0.23  -0.30

frontier orbital gap	0.339	Eh

---

Version B
Density functional theory data (the ωB97M-V functional and the def2-TZVPD basis) for C6H9N3 in the gas phase.

CARTESIAN COORDINATES (ANGSTROEM)
H  0.04  2.48  1.20
C  -1.62  1.53  0.24
H  2.23  -0.46  1.46
H  2.05  1.23  1.80
H  -0.98  -2.45  -1.46
H  0.72  -2.21  -1.46
H  -2.36  2.33  0.44
C  -0.28  1.57  0.69
H  2.72  0.72  0.26
N  0.96  -1.68  -0.64
C  0.57  0.44  0.47
H  -3.07  0.29  -0.73
C  1.96  0.48  1.03
N  -1.22  -0.63  -0.74
C  0.09  -0.62  -0.34
N  -1.71  -1.70  -1.46
C  -2.04  0.36  -0.43
H  1.93  -1.69  -0.32

frontier orbital gap	0.287	Eh

---

Here are the energies relative to the best structure, in kJ/mol: version A 0.0; version B 7.7.

---

Version A
Density functional theory data (the ωB97M-V functional and the def2-TZVPD basis) for C6H9N3 in the gas phase.

CARTESIAN COORDINATES (ANGSTROEM)
H  3.41  -0.66  0.72
C  1.25  -0.71  -0.76
H  1.47  -0.83  1.33
N  1.84  0.65  -0.39
H  -1.81  -1.80  0.50
H  1.67  -0.91  -1.72
H  -2.96  0.07  -0.76
H  -0.90  -1.31  -1.48
H  -2.60  1.22  0.37
C  0.97  1.74  0.13
C  2.18  -0.53  0.40
C  -0.25  -0.75  -0.61
N  -0.83  0.71  -0.77
C  -1.36  -0.78  0.66
H  -1.05  -0.82  1.83
C  -2.09  0.35  -0.10
N  -0.27  1.83  -0.07
H  1.33  2.51  0.71

frontier orbital gap	0.332	Eh

---

Version B
Density functional theory data (the ωB97M-V functional and the def2-TZVPD basis) for C6H9N3 in the gas phase.

CARTESIAN COORDINATES (ANGSTROEM)
H  -0.63  -1.22  -2.42
C  0.87  2.50  0.62
H  -0.82  -2.71  -0.60
H  -0.95  0.58  -2.34
H  -1.90  -0.52  -0.41
N  0.43  -0.15  1.60
C  -0.86  -0.68  -0.37
N  -0.15  0.30  0.48
C  1.56  1.82  1.61
H  -0.57  -1.96  1.09
C  -0.34  -2.02  0.07
H  2.33  2.25  2.11
C  -0.15  1.67  0.25
H  0.71  -2.04  0.02
N  1.21  0.62  2.20
C  -0.44  -0.34  -1.81
H  0.62  -0.08  -1.76
H  -0.91  1.96  -0.36

frontier orbital gap (spin up / spin down)	0.286 / 0.286	Eh

---

Here are the energies relative to the best structure, in kJ/mol: version A 102.3; version B 0.0.